# 1
{
  "formula": "C7H11N3O2",
  "method": "ωB97M-V/def2-TZVPD",
  "energy_ev": -15997.1068,
  "relative_energy_kj_mol": 554.9,
  "symbols": ["C", "C", "C", "C", "C", "C", "C", "N", "N", "N", "O", "O", "H", "H", "H", "H", "H", "H", "H", "H", "H", "H", "H"],
  "coordinates": [[-2.895, 1.319, 1.533], [-1.488, 1.156, 1.397], [1.004, -0.932, 0.423], [0.235, -1.591, -0.732], [1.784, 0.317, -0.009], [-1.129, -0.857, -0.952], [0.082, 1.912, -0.280], [-3.413, 1.845, 0.481], [-2.344, 2.211, -0.329], [-1.155, 1.744, 0.276], [1.130, 1.440, 0.469], [-1.442, -0.449, -1.999], [-3.437, 0.859, 2.337], [-0.700, 0.811, 2.137], [0.249, -0.670, 1.139], [1.576, -1.755, 0.634], [0.710, -1.590, -1.699], [-0.161, -2.564, -0.355], [2.771, 0.313, 0.486], [1.955, 0.469, -1.174], [-1.892, -0.932, -0.155], [0.207, 2.320, -1.250], [-2.483, 2.136, -1.255]],
  "forces_ev_per_a": [[1.2027, -1.0781, -0.0163], [0.3566, -0.7827, 3.6115], [-0.9713, 0.6460, -3.0480], [-3.1825, 1.1535, 0.8411], [0.9841, -0.5646, -1.4306], [1.5504, -2.7122, 1.7932], [-1.6523, -0.7223, 1.4074], [-0.4107, 0.5204, -0.7394], [0.7148, 0.2869, 5.5509], [1.9798, 1.1239, -3.8157], [-0.6119, 1.8766, 0.3842], [-1.0508, 1.8125, -3.1654], [-0.5360, 0.3443, 0.1104], [-1.4272, 0.7007, -1.2395], [0.2469, -0.0822, 0.8362], [2.1156, -1.3717, 1.8085], [0.4284, -0.4169, -0.1343], [0.7408, 0.1685, -0.6278], [-0.2979, 0.0840, -0.3351], [-0.3444, -0.8155, 2.1769], [0.2702, 0.1816, 0.4922], [0.0101, 0.3329, -0.5357], [-0.1154, -0.6858, -3.9245]],
  "mulliken_charge": [-0.5053, 0.0437, -0.6812, -0.6586, -0.2362, -0.0135, -0.3251, -0.6722, -0.3755, 0.3729, -0.4248, -0.4733, 0.4185, 0.4167, 0.2398, 0.4550, 0.3791, 0.3347, 0.2604, 0.2764, 0.4083, 0.4904, 0.2699]
}


# 2
{
  "formula": "C32H33As2NORe",
  "method": "ωB97M-V/def2-TZVPD",
  "energy_ev": -161013.7823,
  "charge": 4,
  "multiplicity": 4,
  "symbols": ["Re", "C", "C", "As", "C", "C", "C", "C", "C", "C", "C", "C", "C", "C", "C", "C", "As", "C", "C", "C", "C", "C", "C", "C", "C", "C", "C", "C", "C", "H", "H", "H", "H", "H", "H", "H", "H", "H", "H", "H", "H", "H", "H", "H", "H", "H", "H", "H", "H", "H", "H", "H", "H", "C", "O", "H", "H", "H", "H", "C", "C", "C", "N", "C", "C", "H", "H", "H", "H", "H"],
  "coordinates": [[0.400, -0.607, -1.312], [1.767, 1.691, 0.869], [2.301, 0.287, 1.223], [0.916, -1.186, 0.840], [1.405, -3.104, 0.871], [1.299, -3.889, 2.031], [1.354, -5.293, 1.938], [1.581, -5.912, 0.715], [1.667, -5.139, -0.440], [1.540, -3.747, -0.346], [0.477, -0.949, 2.732], [-0.692, -0.220, 2.971], [-1.043, 0.115, 4.271], [-0.202, -0.186, 5.352], [1.006, -0.846, 5.093], [1.337, -1.229, 3.786], [0.635, 1.567, -0.706], [1.086, 3.210, -1.624], [2.413, 3.574, -1.752], [2.760, 4.787, -2.371], [1.774, 5.584, -2.958], [0.440, 5.157, -2.887], [0.082, 4.022, -2.195], [-1.301, 1.666, -0.392], [-1.901, 2.516, 0.497], [-3.318, 2.594, 0.585], [-4.135, 1.834, -0.186], [-3.641, 1.082, -1.365], [-2.079, 0.939, -1.403], [2.576, 2.406, 0.698], [1.107, 2.103, 1.647], [2.643, 0.275, 2.270], [3.152, 0.025, 0.565], [1.101, -3.435, 3.001], [1.261, -5.874, 2.845], [1.698, -6.995, 0.663], [1.795, -5.582, -1.429], [1.445, -3.155, -1.266], [-1.294, 0.109, 2.128], [-1.968, 0.653, 4.454], [-0.466, 0.125, 6.354], [1.707, -1.096, 5.882], [2.290, -1.736, 3.599], [3.188, 2.927, -1.344], [3.786, 5.115, -2.363], [2.046, 6.519, -3.461], [-0.331, 5.731, -3.408], [-0.954, 3.806, -2.005], [-1.281, 3.113, 1.148], [-3.728, 3.288, 1.305], [-5.195, 1.720, 0.061], [-3.882, 1.580, -2.319], [-1.724, 1.157, -2.434], [3.160, -1.700, -2.204], [2.078, -0.848, -2.650], [4.137, -1.396, -2.654], [2.926, -2.745, -2.458], [3.261, -1.584, -1.115], [2.018, -0.635, -3.590], [-4.177, -0.419, -1.492], [-3.505, -1.026, -2.697], [-2.179, -1.196, -2.537], [-1.667, -0.595, -1.316], [-2.345, -1.201, -0.210], [-3.686, -1.123, -0.252], [-5.270, -0.554, -1.599], [-4.045, -1.306, -3.577], [-1.461, -1.699, -3.189], [-1.775, -1.635, 0.588], [-4.368, -1.436, 0.523]],
  "forces_ev_per_a": [[0.0087, -3.1728, -4.7662], [-0.6468, -0.8767, 0.6216], [1.3080, 0.1352, -1.1081], [2.5862, -1.3922, 4.7837], [-0.4607, 0.1824, 0.2694], [-0.3348, -0.2273, 0.1536], [0.3163, 1.0369, 0.0206], [0.2238, -0.1250, -0.1617], [-0.1586, 0.6189, -0.2953], [-0.2897, -0.4504, -0.7786], [-2.0193, 1.0892, 0.0903], [0.1879, -0.2060, 0.1454], [0.0598, 0.2769, 0.5347], [0.1726, -0.1284, -0.8613], [-0.2534, -0.1236, -0.4420], [0.6346, -0.3163, -0.0694], [0.8717, 3.9708, 0.8066], [-0.9967, 0.2007, -0.7665], [0.7281, 0.1256, 0.0580], [-0.5906, -0.2161, 0.2214], [0.1322, -0.4796, 0.1485], [-0.1166, 0.6847, -0.5265], [0.4644, -0.5135, 0.4237], [0.1603, 0.9958, 0.0415], [-0.2820, -0.1505, -0.0608], [1.2371, 1.1728, 1.0117], [-1.1223, -1.3794, -1.2542], [1.1041, -0.9999, -0.4317], [-0.6668, -0.7764, -0.8900], [-0.1997, -0.0895, -0.1158], [0.3232, -0.1338, 0.0947], [-0.3166, -0.4113, -0.5304], [-0.1428, 0.4121, 0.4035], [0.1179, -0.2846, -0.3169], [-0.0187, -0.0509, 0.0061], [-0.1377, 0.3092, -0.0238], [-0.0372, -0.0476, 0.3709], [0.1915, -0.3480, 0.1445], [-0.2583, -0.1489, 0.1786], [0.0796, -0.0422, 0.0116], [-0.0057, -0.0979, 0.0053], [-0.1495, 0.1140, 0.0014], [-0.2929, 0.1744, 0.2088], [0.0816, 0.2771, -0.1228], [0.2087, -0.0753, -0.1189], [-0.1865, -0.4440, 0.2076], [0.1939, -0.0435, 0.3923], [-0.3648, -0.0936, -0.3155], [-0.1018, 0.1914, 0.2295], [-0.2077, -0.0564, 0.1936], [0.1915, 0.3354, -0.0990], [-0.4497, 0.2644, 0.4649], [-0.1326, 0.3833, 0.6575], [1.9619, -0.7992, -0.3461], [-1.1911, 0.5950, 1.2007], [-0.9550, -0.0881, 0.1362], [0.2994, 0.5405, 0.0256], [-0.2122, -0.0231, -0.4164], [0.4809, -0.1214, -0.3125], [-1.0956, -0.1683, -0.0327], [1.9403, -0.1796, 0.4757], [-1.3716, 0.0152, -1.4238], [0.1686, 0.8892, 0.4214], [-2.2136, -0.3030, 1.6871], [1.4147, 0.4005, -0.2385], [0.4802, 0.7258, 0.1176], [-0.2486, -0.2731, -0.3370], [-0.2988, 0.1643, -0.0295], [0.1201, -0.1564, 0.1461], [0.0770, -0.2677, 0.0801]],
  "mulliken_charge": [0.5859, -0.8147, -0.9281, 0.5676, 1.3343, -0.7368, -0.8697, -0.5723, -1.0806, -0.0875, 0.7020, -0.4434, -0.7825, -0.7877, -0.8486, -0.5135, 0.9025, 0.8537, -0.5305, -0.9192, -0.5696, -0.7469, -0.3737, -0.0988, -0.2850, -0.7365, -0.7956, -0.0721, -0.0116, 0.7718, 0.4163, 0.6731, 0.4518, 0.5147, 0.4709, 0.4374, 0.4581, 0.1131, 0.1465, 0.4448, 0.4618, 0.4566, 0.6466, 0.4395, 0.4490, 0.4342, 0.4257, 0.3505, 0.6383, 0.5589, 0.5671, 0.5437, 0.4256, -0.4649, -0.4594, 0.3833, 0.4075, 0.2179, 0.2774, 0.0393, -1.0382, -0.3425, 0.7618, -0.0850, -1.1454, 0.7607, 0.5316, 0.4255, 0.5800, 0.5134]
}


# 3
{
  "formula": "C4H10SSi",
  "method": "ωB97M-V/def2-TZVPD",
  "energy_ev": -23022.0873,
  "smiles": "S[SiH]1CCCC1",
  "relative_energy_kj_mol": 115.5,
  "symbols": ["S", "Si", "C", "C", "C", "C", "H", "H", "H", "H", "H", "H", "H", "H", "H", "H"],
  "coordinates": [[3.221, -0.177, 0.123], [1.179, -0.260, -0.570], [-0.127, -1.478, 0.263], [-1.452, -0.615, 0.172], [-1.204, 0.906, 0.183], [0.170, 1.304, -0.254], [3.199, 0.847, 0.863], [1.739, -0.527, -2.194], [0.316, -1.724, 1.281], [-0.386, -2.422, -0.249], [-2.194, -1.119, 0.772], [-1.962, -0.834, -0.837], [-2.061, 1.094, -0.461], [-1.420, 1.144, 1.269], [0.402, 2.006, -1.065], [0.581, 1.855, 0.706]],
  "forces_ev_per_a": [[0.1429, -2.0430, -1.2135], [0.3652, -1.0893, -1.7745], [0.5288, 0.4755, -0.5010], [1.0911, -2.2286, -2.1974], [-2.6230, -1.4444, 1.6837], [2.1634, 1.3230, 1.9441], [-0.3108, 1.9365, 1.5661], [-1.4911, 0.2524, 2.2825], [-0.9839, 0.4521, -0.9365], [0.7445, 0.2806, 0.2196], [-0.3231, 0.8226, 1.1527], [1.2867, 0.0002, 0.8851], [0.2211, 1.7168, 0.1629], [0.2395, 0.6708, -1.3964], [-0.9226, -0.0449, 0.0746], [-0.1288, -1.0804, -1.9519]],
  "mulliken_charge": [-0.3089, 0.4130, -0.7611, -0.6763, -0.6038, -0.6120, 0.0959, -0.1358, 0.2843, 0.3716, 0.4761, 0.2699, 0.2505, 0.2354, 0.4489, 0.2524]
}


Repeat the third record exactly.
{
  "formula": "C4H10SSi",
  "method": "ωB97M-V/def2-TZVPD",
  "energy_ev": -23022.0873,
  "smiles": "S[SiH]1CCCC1",
  "relative_energy_kj_mol": 115.5,
  "symbols": ["S", "Si", "C", "C", "C", "C", "H", "H", "H", "H", "H", "H", "H", "H", "H", "H"],
  "coordinates": [[3.221, -0.177, 0.123], [1.179, -0.260, -0.570], [-0.127, -1.478, 0.263], [-1.452, -0.615, 0.172], [-1.204, 0.906, 0.183], [0.170, 1.304, -0.254], [3.199, 0.847, 0.863], [1.739, -0.527, -2.194], [0.316, -1.724, 1.281], [-0.386, -2.422, -0.249], [-2.194, -1.119, 0.772], [-1.962, -0.834, -0.837], [-2.061, 1.094, -0.461], [-1.420, 1.144, 1.269], [0.402, 2.006, -1.065], [0.581, 1.855, 0.706]],
  "forces_ev_per_a": [[0.1429, -2.0430, -1.2135], [0.3652, -1.0893, -1.7745], [0.5288, 0.4755, -0.5010], [1.0911, -2.2286, -2.1974], [-2.6230, -1.4444, 1.6837], [2.1634, 1.3230, 1.9441], [-0.3108, 1.9365, 1.5661], [-1.4911, 0.2524, 2.2825], [-0.9839, 0.4521, -0.9365], [0.7445, 0.2806, 0.2196], [-0.3231, 0.8226, 1.1527], [1.2867, 0.0002, 0.8851], [0.2211, 1.7168, 0.1629], [0.2395, 0.6708, -1.3964], [-0.9226, -0.0449, 0.0746], [-0.1288, -1.0804, -1.9519]],
  "mulliken_charge": [-0.3089, 0.4130, -0.7611, -0.6763, -0.6038, -0.6120, 0.0959, -0.1358, 0.2843, 0.3716, 0.4761, 0.2699, 0.2505, 0.2354, 0.4489, 0.2524]
}